ORCA calculation (ωB97M-V/def2-TZVPD) on a cluster of 5 separate species, C70H56BrClN3O13S in total in a non-equilibrium geometry.

Total charge   +1
HOMO-LUMO gap   8.155 eV
Max |F|   3.2 eV/Å
Highest occupied orbital energy   -11.271 eV
2S+1   1

Element x y z (Å)
C -2.667 -1.712 1.153
C -1.340 -2.402 1.315
O -0.283 -1.732 0.644
C 0.719 -1.257 1.514
C 1.896 -0.832 0.700
O 1.843 0.517 0.161
N 1.591 1.444 1.137
C 2.618 1.597 2.171
C 2.272 1.032 3.550
O 1.183 1.068 4.060
C 0.498 2.123 1.089
N -0.463 2.061 0.163
C -0.129 1.998 -1.293
Br -1.019 3.398 -2.271
C -0.510 0.631 -1.914
C 0.622 0.026 -2.750
C -1.597 2.826 0.656
C -1.224 2.864 2.148
O -1.338 1.513 2.635
S -2.221 3.868 3.256
N 0.207 3.077 2.100
C 0.668 4.374 1.566
C 0.373 5.574 2.445
O -0.060 6.615 1.976
Cl 0.790 5.445 4.147
H -2.981 -1.636 0.123
H -3.405 -2.316 1.665
H -2.687 -0.749 1.643
H -1.148 -2.515 2.376
H -1.417 -3.405 0.918
H 0.311 -0.476 2.153
H 1.056 -2.062 2.163
H 2.838 -0.981 1.209
H 1.932 -1.477 -0.164
H 3.517 1.113 1.823
H 2.885 2.636 2.301
H 3.125 0.588 4.085
H 0.940 2.097 -1.371
H -1.405 0.777 -2.497
H -0.730 -0.026 -1.089
H 0.285 -0.136 -3.761
H 1.510 0.639 -2.774
H 0.852 -0.951 -2.356
H -1.630 3.863 0.336
H -2.572 2.423 0.428
H -2.073 1.118 2.167
H -3.224 4.300 2.476
H 0.304 4.612 0.571
H 1.748 4.324 1.501
C -9.672 -3.390 2.199
C -10.699 -2.920 3.011
C -10.507 -1.795 3.794
C -9.284 -1.140 3.778
C -8.245 -1.624 2.978
C -8.448 -2.745 2.183
C -6.912 -0.964 2.976
O -6.005 -1.375 2.278
C -6.713 0.217 3.862
C -5.464 0.817 3.915
C -5.257 1.921 4.721
C -6.302 2.440 5.477
C -7.551 1.844 5.432
C -7.759 0.727 4.631
C -9.102 0.079 4.617
O -10.015 0.529 5.272
H -9.828 -4.264 1.582
H -11.651 -3.432 3.029
H -11.304 -1.423 4.423
H -7.645 -3.109 1.557
H -4.654 0.410 3.326
H -4.275 2.372 4.757
H -6.141 3.307 6.104
H -8.369 2.238 6.019
C 4.594 -0.592 -2.241
C 5.914 -0.278 -2.521
C 6.775 -1.249 -2.985
C 6.330 -2.547 -3.184
C 5.002 -2.867 -2.896
C 4.137 -1.887 -2.420
C 4.502 -4.266 -3.042
O 3.348 -4.536 -2.786
C 5.462 -5.309 -3.493
C 5.034 -6.626 -3.591
C 5.911 -7.608 -4.018
C 7.219 -7.278 -4.356
C 7.654 -5.968 -4.256
C 6.783 -4.980 -3.818
C 7.279 -3.583 -3.686
O 8.418 -3.287 -3.971
H 3.925 0.174 -1.866
H 6.277 0.729 -2.361
H 7.809 -0.999 -3.179
H 3.110 -2.128 -2.186
H 4.016 -6.878 -3.330
H 5.576 -8.633 -4.090
H 7.900 -8.046 -4.695
H 8.671 -5.708 -4.513
C 10.204 -0.248 0.663
C 8.964 -0.324 0.040
C 7.826 0.111 0.696
C 7.910 0.618 1.983
C 9.154 0.680 2.618
C 10.297 0.255 1.951
C 9.271 1.181 4.016
O 10.346 1.244 4.569
C 8.023 1.597 4.719
C 8.102 2.018 6.039
C 6.959 2.420 6.707
C 5.730 2.410 6.057
C 5.645 1.987 4.742
C 6.787 1.571 4.069
C 6.672 1.090 2.665
O 5.593 1.079 2.093
H 11.093 -0.582 0.147
H 8.875 -0.726 -0.961
H 6.863 0.052 0.207
H 11.255 0.315 2.447
H 9.060 2.028 6.539
H 7.023 2.744 7.737
H 4.839 2.731 6.579
H 4.692 1.975 4.234
C -7.266 -2.483 -5.353
C -8.107 -1.974 -6.337
C -7.929 -0.684 -6.806
C -6.913 0.107 -6.288
C -6.080 -0.397 -5.286
C -6.255 -1.697 -4.828
C -5.011 0.446 -4.686
O -4.278 0.013 -3.818
C -4.866 1.846 -5.174
C -3.910 2.662 -4.590
C -3.744 3.962 -5.033
C -4.533 4.450 -6.070
C -5.493 3.641 -6.653
C -5.669 2.339 -6.203
C -6.726 1.487 -6.820
O -7.413 1.908 -7.723
H -7.403 -3.494 -4.994
H -8.903 -2.587 -6.738
H -8.576 -0.286 -7.574
H -5.601 -2.086 -4.061
H -3.300 2.274 -3.788
H -3.000 4.601 -4.575
H -4.400 5.465 -6.421
H -6.111 4.015 -7.457